(1)
Entry from OMol25: a single C20H27N5O3S molecule (ωB97M-V with the def2-TZVPD basis set).

Element x y z (Å)
C -6.571013 -1.794837 -2.099566
C -5.803243 -0.520427 -1.915615
C -6.469171 0.700308 -1.851889
C -5.775870 1.879976 -1.689643
C -4.384868 1.872475 -1.586573
O -3.796433 3.100177 -1.433200
C -2.395425 3.174581 -1.332987
C -1.855426 2.633191 0.010140
N -0.862536 1.598328 -0.219067
C 0.455850 2.100313 -0.546196
C 1.241859 2.589924 0.687941
N 1.301043 1.530653 1.669029
C 2.389401 0.856835 2.077966
O 2.296347 -0.088824 2.852062
C 3.741128 1.343392 1.570159
C 4.906066 0.540593 2.165363
C 5.114210 -0.771867 1.435748
O 6.038864 -0.981886 0.679977
N 4.153244 -1.702875 1.693768
C 4.140558 -2.926844 1.094246
N 3.203389 -3.798362 1.258035
N 3.408180 -4.918412 0.571743
C 4.487911 -4.929090 -0.120701
C 4.929802 -6.062373 -0.962152
S 5.423116 -3.439055 0.015931
C -0.019487 1.067065 2.059383
C -0.770077 0.582334 0.811993
C -3.708464 0.661447 -1.646653
C -4.422005 -0.515685 -1.810932
H -7.038442 -1.815566 -3.083908
H -5.917337 -2.658752 -2.010923
H -7.361552 -1.876439 -1.355103
H -7.546554 0.722939 -1.930962
H -6.289484 2.827366 -1.641174
H -1.920519 2.630970 -2.159377
H -2.176060 4.239653 -1.441838
H -1.474838 3.467107 0.616183
H -2.694457 2.190441 0.550627
H 0.361540 2.913958 -1.266592
H 1.013534 1.282809 -1.014651
H 2.235820 2.910840 0.387089
H 0.725974 3.446387 1.138204
H 3.771506 1.275163 0.480290
H 3.856819 2.392579 1.852358
H 5.827489 1.115919 2.073525
H 4.705804 0.341249 3.219381
H 3.369821 -1.449520 2.303722
H 4.194505 -6.859958 -0.902693
H 5.038991 -5.743585 -1.997619
H 5.894841 -6.431820 -0.618608
H 0.103274 0.255358 2.776314
H -0.559526 1.893081 2.533738
H -1.773739 0.251586 1.081679
H -0.229993 -0.269975 0.387077
H -2.634548 0.616789 -1.560329
H -3.879820 -1.449635 -1.854725

Atomic forces in eV per Å
C -0.024 0.051 -0.032
C 0.099 -0.110 0.016
C 0.152 0.043 0.016
C 0.132 0.117 0.032
C -0.102 -0.038 -0.019
O -0.426 -0.060 -0.024
C 0.312 0.098 0.122
C -0.085 0.049 -0.293
N -0.033 -0.154 -0.023
C 0.169 0.127 0.116
C -0.045 0.141 -0.458
N -0.287 0.014 0.057
C 0.175 0.289 -0.121
O 0.029 -0.162 0.257
C 0.121 -0.206 0.224
C -0.002 0.090 -0.099
C -0.237 0.275 0.464
O 0.287 0.160 -0.152
N -0.230 0.173 0.305
C 0.786 -0.562 -0.828
N -0.409 1.354 0.948
N -0.181 -1.394 -0.579
C 0.607 0.743 -0.001
C 0.103 -0.093 -0.109
S -0.812 -0.625 0.206
C -0.282 -0.426 0.044
C 0.089 0.051 0.270
C 0.197 0.322 0.041
C -0.262 -0.030 -0.026
H -0.052 -0.090 -0.047
H -0.008 -0.094 0.000
H -0.059 -0.087 0.028
H -0.123 0.019 -0.006
H -0.063 0.117 0.006
H -0.011 0.026 0.070
H -0.002 -0.124 -0.027
H -0.069 -0.035 0.041
H 0.028 0.052 0.007
H 0.057 0.001 -0.066
H 0.084 0.089 -0.035
H -0.010 0.019 0.054
H 0.110 -0.005 -0.025
H -0.022 0.142 -0.014
H -0.037 0.002 -0.125
H -0.052 -0.115 -0.013
H 0.043 0.044 -0.024
H 0.182 0.006 -0.120
H -0.022 -0.028 -0.003
H 0.013 -0.078 -0.087
H 0.045 -0.101 -0.040
H -0.065 0.151 -0.039
H 0.017 -0.024 0.017
H -0.008 -0.034 -0.018
H -0.017 -0.045 0.093
H 0.159 0.062 0.023
H 0.040 -0.103 -0.004

Values from the calculation:
DFT total energy = -1676.0197 Ha
Net charge = 0
HOMO level = -8.30 eV
SMILES = Cc1ccc(OCCN2CCN(C(=O)CCC(=O)Nc3nnc(C)s3)CC2)cc1
ΔE to the lowest compared entry with this formula, charge and spin = 1.637 eV

(2)
Entry from OMol25: a single C20H27N5O3S molecule (ωB97M-V with the def2-TZVPD basis set).

Element x y z (Å)
C -6.299440 -3.044469 -0.822856
O -7.166470 -2.033757 -1.274524
C -6.801859 -0.733598 -1.080816
C -7.701589 0.225924 -1.548274
C -7.417940 1.567984 -1.397422
C -6.248462 1.979183 -0.783237
C -5.345332 1.031382 -0.310323
C -4.102813 1.408208 0.352234
C -3.717863 2.668884 0.696247
S -2.178793 2.662910 1.484940
C -2.164646 0.897258 1.285077
N -1.122215 0.159320 1.696485
C -0.035134 0.667176 2.490068
C 1.289527 0.148798 1.926900
N 1.253332 -1.302506 1.913162
C 2.546141 -1.911813 1.664762
C 3.160819 -1.495537 0.331710
O 2.728151 -1.825744 -0.757701
N 4.194685 -0.634045 0.442577
N 4.873475 -0.191877 -0.694858
C 6.083143 0.401079 -0.553383
O 6.541651 0.611159 0.552551
C 6.727593 0.822520 -1.861558
C 6.326715 2.275486 -2.133710
C 8.243483 0.683736 -1.751718
C 0.195972 -1.765363 1.029357
C -1.144635 -1.280197 1.577893
N -3.209208 0.428414 0.698322
C -5.628631 -0.326139 -0.465230
H -6.785532 -3.985286 -1.077324
H -6.152939 -2.993951 0.261055
H -5.326493 -2.992595 -1.322268
H -8.610229 -0.106940 -2.024171
H -8.118145 2.304221 -1.763902
H -6.040058 3.031860 -0.677530
H -4.224724 3.600092 0.555918
H -0.046245 1.757676 2.479384
H -0.140242 0.317082 3.526214
H 2.108460 0.479283 2.569368
H 1.439515 0.568456 0.917565
H 3.211791 -1.647178 2.490192
H 2.406994 -2.995559 1.652736
H 4.693024 -0.393159 1.291660
H 4.451536 -0.511736 -1.557000
H 6.353284 0.187631 -2.670629
H 6.667607 2.911474 -1.320352
H 5.246461 2.369875 -2.220088
H 6.780980 2.620879 -3.059172
H 8.597633 1.232826 -0.883138
H 8.725779 1.077644 -2.642504
H 8.524142 -0.360346 -1.634310
H 0.207505 -2.856174 1.010644
H 0.329327 -1.398112 0.000768
H -1.961449 -1.554862 0.912017
H -1.311306 -1.726184 2.567016
H -4.906339 -1.031269 -0.088840

Atomic forces in eV per Å
C 0.146 -0.161 0.078
O -0.151 0.319 -0.080
C -0.148 0.183 -0.072
C 0.041 -0.227 0.018
C -0.035 -0.050 -0.006
C 0.202 -0.077 0.105
C -0.548 -0.105 -0.300
C 0.509 0.919 0.354
C 0.012 -0.250 -0.044
S -0.173 -0.625 -0.139
C -0.033 1.100 0.154
N 0.381 -0.311 0.051
C 0.284 0.119 -0.020
C -0.203 0.144 0.228
N 0.148 0.003 -0.015
C -0.117 -0.025 -0.071
C 0.186 0.177 0.188
O -0.110 -0.142 -0.250
N 0.780 0.475 0.023
N -0.750 -0.504 0.048
C -0.320 -0.221 -0.383
O 0.206 0.103 0.324
C 0.219 0.192 0.148
C -0.036 -0.158 -0.029
C -0.219 -0.090 0.009
C -0.372 -0.017 0.064
C 0.065 -0.335 -0.232
N -0.122 -0.661 -0.103
C 0.007 -0.163 0.008
H 0.077 0.041 0.039
H 0.011 0.003 -0.045
H -0.029 0.004 0.034
H -0.110 -0.038 -0.061
H -0.060 0.049 -0.034
H 0.031 0.119 0.008
H -0.205 0.175 -0.065
H 0.049 -0.061 0.040
H 0.033 0.105 -0.025
H 0.015 0.027 -0.016
H 0.022 0.008 0.052
H 0.037 -0.056 -0.023
H 0.128 0.067 -0.021
H -0.151 -0.112 -0.095
H 0.135 0.053 0.096
H -0.027 0.007 0.059
H 0.034 0.081 0.070
H -0.087 0.083 -0.021
H 0.028 0.051 -0.078
H 0.055 0.036 0.046
H 0.039 0.025 -0.092
H 0.107 -0.071 0.021
H -0.002 -0.004 -0.043
H -0.026 -0.066 0.058
H 0.073 -0.021 0.082
H -0.046 -0.024 -0.052
H 0.023 -0.093 0.008

Values from the calculation:
DFT total energy = -1676.0091 Ha
Net charge = 0
HOMO level = -7.45 eV
SMILES = COc1cccc(-c2csc(N3CCN(CC(=O)NNC(=O)C(C)C)CC3)n2)c1
ΔE to the lowest compared entry with this formula, charge and spin = 1.924 eV

(3)
Entry from OMol25: a molecular structure, C20H27NO4S (ωB97M-V with the def2-TZVPD basis set).

Element x y z (Å)
C -2.989348 -3.804493 0.441665
C -3.180424 -3.075077 -0.948351
H -2.368278 -3.126224 -1.698319
H -4.209714 -3.468796 -1.409695
O -3.551534 -1.863136 -0.900587
C -2.596414 -0.936171 -0.402885
C -1.295899 -1.340265 -0.337868
C -0.228938 -0.261533 -0.365759
C -0.606593 1.044936 -0.027941
C -1.852585 1.363499 0.135053
C -2.959913 0.666883 -0.074396
O -4.326941 0.949328 -0.115063
C -5.044852 -0.057125 0.754257
C -4.513127 0.167861 2.331914
H -5.268976 -0.425710 2.811885
H -3.668435 -0.505573 2.458750
H -4.318364 0.924271 2.719514
H -5.265484 -0.943986 0.572541
H -5.909384 0.777925 0.763301
O -2.084482 2.757546 0.631791
C -3.280583 3.439247 0.131491
C -3.613191 3.663126 -1.117864
H -3.754896 2.712138 -1.635067
H -4.386978 4.299734 -1.268049
H -2.613221 4.122711 -2.019787
H -4.021105 3.036324 0.713175
H -3.017026 4.243534 0.651740
H 0.219208 1.930802 0.283336
C 1.122473 -0.804189 -0.181220
O 1.532728 -1.964169 0.013148
N 2.128054 0.276159 -0.691534
H 1.782140 1.077529 -0.975256
C 3.565330 -0.066787 -0.692361
C 4.073973 0.243583 -2.068455
H 3.976389 1.386823 -2.127107
H 5.186956 0.304699 -2.091747
H 3.580855 -0.083119 -3.040097
H 3.636393 -1.173652 -0.360089
C 4.235803 0.604900 0.495964
C 5.575779 0.308368 0.635499
C 6.310960 -1.078931 1.102694
C 7.500807 -0.963505 1.075506
C 8.057052 0.077847 0.382238
S 6.879200 1.136944 0.042350
H 9.075171 0.436065 0.099590
H 8.395314 -1.949732 1.099850
H 5.721723 -1.931525 1.350336
H 3.885739 0.094726 1.435964
H 4.187958 1.737710 0.288128
H -1.027248 -2.148594 -0.701281
H -2.905500 -4.818020 0.107445
H -2.099619 -3.395625 0.762188
H -3.670950 -3.599281 0.959467

Atomic forces in eV per Å
C 8.928 -1.999 -10.732
C -2.005 -6.989 -1.451
H 0.002 -1.145 0.418
H 2.469 -0.553 0.436
O -1.017 9.994 2.594
C -0.711 2.661 -0.309
C -0.904 10.708 1.438
C -2.696 -1.735 3.003
C 8.186 -0.749 -0.004
C -5.755 6.615 1.818
C -1.725 -7.849 -2.243
O 2.904 -2.354 0.365
C 0.248 15.355 5.360
C -3.106 -15.170 -8.579
H -0.667 0.231 0.850
H 0.515 0.072 -0.082
H 2.472 12.826 5.359
H -1.292 -7.757 -2.647
H 0.488 -3.171 0.218
O 1.011 -3.060 -2.290
C 3.724 -1.797 7.396
C 3.983 -0.984 -11.229
H -0.689 0.131 -0.289
H -2.399 1.807 -0.338
H -2.687 -0.950 3.148
H -2.459 -1.098 0.984
H 0.336 4.380 1.829
H -2.385 -2.701 -1.030
C 4.633 1.205 -3.156
O -1.748 3.063 0.171
N 0.220 -8.797 3.890
H -1.736 4.725 -1.713
C -2.174 -2.350 0.509
C 1.484 3.303 -0.944
H -0.432 -1.004 -0.092
H -0.599 -1.159 -0.353
H 0.634 -0.341 1.758
H -0.392 1.448 -1.274
C -2.256 1.675 -0.285
C 7.240 -5.261 0.816
C -15.738 2.736 0.013
C 16.848 -4.178 -1.682
C 2.355 1.924 -0.288
S -1.345 2.455 -0.843
H -0.874 -0.982 0.686
H -3.111 2.778 0.663
H -0.359 -0.300 0.423
H -1.176 1.517 -0.738
H -0.698 -1.341 1.212
H 2.571 -7.879 -2.660
H 0.134 -0.811 0.655
H 2.040 0.192 1.442
H -10.290 2.666 7.798

Values from the calculation:
DFT total energy = -1531.5452 Ha
Net charge = 0
HOMO level = -7.72 eV
ΔE to the lowest compared entry with this formula, charge and spin = 17.732 eV

(4)
Entry from OMol25: a molecular structure, C20H28BBrN4OV (ωB97M-V with the def2-TZVPD basis set).

Element x y z (Å)
V -0.743104 -0.949748 0.485971
B -3.338679 -0.195192 -0.331799
N -2.335305 1.006740 -0.323959
C -2.586002 2.290534 -0.491780
C -1.371351 2.982982 -0.658226
C -0.400981 2.016094 -0.585637
N -0.981412 0.810927 -0.383062
N -2.634198 -1.345747 0.577305
C -3.293893 -2.302993 1.103394
C -2.713400 -3.480398 1.732408
C -1.433607 -3.817324 1.659133
N -0.468968 -3.030228 1.019587
H -3.388339 -0.659020 -1.433781
H -4.363923 0.109325 0.189374
H -3.602125 2.651162 -0.490949
H -1.239860 4.038951 -0.809916
H 0.672088 2.101001 -0.640340
H -4.383171 -2.254988 1.061966
H -3.396129 -4.166775 2.212245
H -1.125834 -4.767826 2.074203
C 2.493197 -7.077534 2.280886
C 3.385347 -6.101802 1.515076
C 4.477241 -5.551734 2.460128
C 4.051914 -6.840723 0.339385
C 2.622708 -4.897620 1.020859
C 1.363831 -4.617268 1.399621
C 0.741838 -3.433571 0.897033
Br -0.310473 -0.313424 2.633523
C 1.549866 -2.482501 0.040821
O 0.981811 -1.434069 -0.295394
C 2.872528 -2.828231 -0.407510
C 3.343757 -3.988223 0.111203
C 3.662383 -1.909630 -1.332487
C 3.934114 -0.575615 -0.615523
C 2.875848 -1.673933 -2.634072
C 5.004791 -2.545342 -1.691974
H 3.080774 -7.941616 2.585551
H 1.672428 -7.439987 1.659493
H 2.090260 -6.637639 3.194499
H 5.096863 -6.382157 2.797470
H 4.038209 -5.071684 3.334395
H 5.133060 -4.835933 1.960829
H 4.477107 -7.769203 0.717293
H 4.874051 -6.284940 -0.110100
H 3.330798 -7.098038 -0.437445
H 0.833923 -5.293001 2.049206
H 4.346105 -4.296874 -0.148650
H 3.016091 -0.057415 -0.341167
H 4.496982 0.076933 -1.282384
H 4.532312 -0.729031 0.283505
H 1.952804 -1.120491 -2.470687
H 2.638932 -2.618673 -3.125350
H 3.491380 -1.092955 -3.319080
H 5.645604 -2.680189 -0.819247
H 5.530820 -1.881645 -2.376030
H 4.881539 -3.503773 -2.198952

Atomic forces in eV per Å
V -0.144 0.567 1.176
B 0.199 -0.452 0.257
N -0.251 0.351 -0.097
C 0.095 0.042 0.070
C -0.001 -0.213 -0.045
C 0.179 0.290 0.028
N -0.195 -1.492 0.375
N 0.478 0.667 -0.629
C -0.035 -0.247 0.231
C -0.744 0.418 -0.143
C 0.764 -0.180 0.029
N -1.405 0.445 -0.136
H -0.082 0.006 -0.094
H -0.109 0.076 -0.057
H -0.005 0.031 -0.002
H 0.009 0.027 -0.010
H -0.006 0.018 -0.003
H 0.041 0.038 -0.028
H -0.035 0.016 0.018
H 0.129 0.065 -0.004
C 0.015 0.035 0.004
C 0.041 0.018 0.059
C 0.025 -0.005 -0.040
C -0.048 -0.023 -0.017
C 0.413 -0.173 -0.030
C -0.544 0.190 -0.005
C 1.286 -0.649 -0.070
Br -0.117 0.006 -0.567
C 0.898 -0.940 -0.279
O -0.827 0.886 -0.101
C 0.016 -0.035 0.249
C 0.055 0.168 -0.090
C 0.007 0.043 -0.015
C -0.009 -0.045 -0.028
C -0.001 -0.036 0.055
C 0.003 0.028 -0.024
H 0.023 -0.001 -0.018
H -0.017 -0.035 0.008
H -0.035 0.029 -0.003
H 0.007 -0.017 0.008
H -0.007 0.010 0.019
H 0.019 -0.004 0.018
H 0.007 -0.014 0.006
H -0.018 0.035 -0.018
H -0.005 -0.016 -0.014
H -0.084 0.030 0.021
H -0.020 0.038 -0.036
H -0.006 0.020 0.000
H 0.004 0.011 -0.003
H -0.003 0.004 0.019
H 0.001 0.001 -0.017
H -0.007 -0.015 -0.020
H 0.012 0.022 -0.009
H 0.012 -0.012 0.026
H 0.022 0.000 -0.007
H 0.001 -0.028 -0.015

Values from the calculation:
DFT total energy = -4615.5185 Ha
Spin multiplicity = 2
Net charge = +2
HOMO level (spin up / spin down) = -15.61 / -15.63 eV
ΔE to the lowest compared entry with this formula, charge and spin = 0.620 eV

- The lowest DFT total energy belongs to which entry?
  C20H28BBrN4OV

- Which formula does entry 4 have?
  C20H28BBrN4OV